# C26H29N3O9ReS2

A structure of composition C26H29N3O9ReS2 at a distorted geometry (ωB97M-V/def2-TZVPD, the OMol25 dataset).

## Properties
- E_HOMO (alpha / beta): -9.04 / -8.81 eV
- 2S+1: 2
- HOMO-LUMO gap (alpha / beta): 0.24820 / 0.24239 hartree
- Calculated total energy: -74132.2580 eV
- LUMO level (alpha / beta): -2.29 / -2.21 eV
- Charge: 0
- Expectation value of S²: 0.75

Structure (XYZ):
```
70
Properties=species:S:1:pos:R:3:forces:R:3
O 2.82951 -1.27067 -3.53472 0.71 2.16 1.34
C 0.22481 -3.35287 3.94518 -0.05 -0.03 -0.18
C -1.70639 -1.03357 -2.39902 -0.09 0.21 -0.19
S 4.78031 1.02283 -1.74092 3.17 2.49 0.02
H 0.14841 -2.29797 4.18808 -0.03 0.16 0.07
C 1.41831 -2.60237 -0.55822 0.01 -0.19 -0.19
H -3.13069 -2.46687 -1.69322 0.01 -0.11 0.08
H -2.38359 -3.51977 1.66438 -0.12 -0.02 -0.10
H 0.88551 -4.48487 0.24228 0.02 -0.11 -0.02
C -2.45989 0.25133 -4.29022 0.62 0.35 0.05
H -0.22759 -0.98457 2.43528 -0.03 0.07 0.12
H -4.82659 -1.92647 -3.36142 -0.12 -0.06 -0.03
C 1.86691 -1.95397 -3.98802 -0.63 -1.07 -0.67
C -2.92309 -1.69877 -2.42252 0.04 0.00 0.13
C -1.24779 4.66603 1.59098 0.09 -0.08 0.06
C 0.49331 2.94623 1.57188 0.25 -0.02 -0.26
H -0.76789 -5.73537 3.17878 -0.05 -0.04 0.05
C 1.37881 3.43343 0.60478 -0.09 -0.19 0.11
O 4.84891 2.02433 -0.70582 0.05 -0.32 0.02
C -1.04999 3.18203 3.57718 0.17 0.07 -0.21
C -0.29209 -5.19327 2.36508 -0.01 0.28 -0.02
H -0.76869 -5.49107 1.43528 -0.05 -0.12 -0.12
O -1.71089 1.39783 -6.62302 0.28 -0.30 0.11
H 2.66291 2.90983 -1.05102 -0.04 0.14 -0.03
H 2.07531 -2.42907 -4.97052 -0.01 0.11 0.26
O 5.98711 0.71903 -2.43042 -0.35 -0.31 0.04
H 0.75641 -5.47877 2.33998 0.12 -0.11 -0.04
C -0.44009 -3.68937 2.60338 -0.08 -0.12 0.13
H -0.93879 -1.26887 -1.67882 0.02 -0.07 0.02
H 1.88541 -3.01977 -1.43692 0.00 0.04 -0.03
N -0.33829 1.67803 -4.47022 0.15 0.14 -0.14
H 1.19931 5.51833 2.40438 0.11 0.12 -0.06
H -4.41159 -0.14837 -5.05832 -0.15 0.00 -0.07
C 0.21581 -2.86887 1.51138 0.26 -0.02 -0.39
C 0.22751 -1.47847 1.59398 0.12 0.28 -0.27
O 0.79661 -2.13277 -3.42582 -0.34 -0.08 0.03
O 4.16921 -0.25387 -1.07892 -1.90 -0.51 -0.03
C 0.30611 1.56743 1.60308 0.19 -0.29 -0.27
H -1.94939 3.97563 1.12678 -0.10 -0.02 -0.07
C -3.66909 -0.40207 -4.31972 -0.07 0.03 -0.12
C -0.25679 3.89913 2.48098 -0.16 0.12 0.12
C -1.49029 -0.05227 -3.35232 0.09 -0.25 0.20
H -0.35189 1.12433 2.33018 -0.06 -0.06 0.07
C 0.83211 -0.70637 0.61548 -0.10 -0.62 -0.03
C 0.72391 4.87823 3.13998 -0.06 -0.17 -0.10
C 1.97201 2.57173 -0.29422 0.08 0.73 0.04
C -3.88989 -1.39257 -3.36962 0.04 0.11 -0.10
H -0.72979 5.20373 0.80218 0.03 0.11 -0.10
C 0.94411 0.75043 0.67838 -0.06 0.36 0.01
H -2.10059 -2.29607 2.89968 -0.03 0.15 0.04
O -2.56969 2.81743 -4.82172 0.13 -0.04 0.11
H -2.44319 -3.95707 3.37148 -0.06 -0.06 0.11
C 0.84031 -3.42037 0.39258 -0.15 0.13 0.26
H -1.80779 5.38063 2.18938 -0.06 0.08 0.06
H 1.49781 4.33883 3.68038 0.12 -0.02 0.09
H -1.53009 3.92503 4.20898 -0.05 0.06 0.05
H 1.61021 4.48303 0.52958 -0.02 0.10 -0.02
O 0.69871 0.68693 -2.71652 2.44 -0.78 1.65
H 0.19451 5.51453 3.84458 -0.07 0.07 0.04
N 1.74281 1.26453 -0.27772 0.07 -0.02 0.01
H -0.24759 -3.92007 4.74188 -0.08 -0.07 0.11
S -1.82519 1.65713 -5.22262 -0.39 -0.03 0.40
N 1.41361 -1.27097 -0.47692 0.14 -0.14 0.34
O 3.63271 1.38783 -2.66822 0.19 -0.06 -0.59
C -0.27419 0.80663 -3.52322 -1.74 0.15 -1.24
H 1.27761 -3.61977 3.91328 0.16 -0.01 0.06
H -1.83329 2.55653 3.15558 -0.09 -0.12 -0.01
C -1.93479 -3.33727 2.63788 0.17 -0.05 -0.04
Re 2.39321 0.03993 -1.84042 -2.62 -1.97 -0.80
H -0.40279 2.57693 4.20708 0.07 -0.12 0.11
```
Forces are in eV/Å.



# C3H10N2O

An isolated molecule of C3H10N2O at a distorted geometry (ωB97M-V/def2-TZVPD, the OMol25 dataset).

## Properties
- E_HOMO: -8.96 eV
- HOMO-LUMO gap: 0.36450 hartree
- Calculated total energy: -8300.2943 eV
- LUMO level: 0.96 eV
- Charge: 0
- Structure (SMILES): NCCNCO

Structure (XYZ):
```
16
Properties=species:S:1:pos:R:3:forces:R:3
C -0.66399 0.23955 -0.49690 0.29 0.52 0.25
H -1.02865 1.18878 -0.89541 -0.19 -0.04 0.00
H -2.28076 0.15609 0.91503 0.04 -0.24 -0.11
C -1.18839 0.11796 0.92007 -0.07 1.01 0.71
H -1.44895 1.67284 2.27620 -0.56 0.29 0.15
C 1.43009 -0.96384 -0.86548 -0.29 -0.06 -0.55
H 1.02117 -1.79618 -0.29953 0.02 -0.33 0.22
H 2.49715 -0.88914 -0.73251 0.44 0.13 0.51
H 1.17254 -0.43721 -2.66212 0.06 -0.18 -0.21
N -0.70968 1.29719 1.71910 0.57 -0.90 -0.17
N 0.79909 0.28899 -0.57454 -0.43 -0.08 -0.26
H -0.04636 0.95162 2.40781 0.05 0.21 -0.14
H 1.16571 0.81045 0.20868 0.24 -0.07 -0.06
H -1.05134 -0.54803 -1.12759 0.07 -0.31 -0.22
H -0.86969 -0.78376 1.44279 -0.06 -0.31 -0.34
O 1.20205 -1.30530 -2.23562 -0.18 0.36 0.22
```
Forces are in eV/Å.



# C41H41BrGeN4O2Ti

A structure of composition C41H41BrGeN4O2Ti at a distorted geometry (ωB97M-V/def2-TZVPD, the OMol25 dataset).

## Properties
- E_HOMO (alpha / beta): -9.65 / -10.01 eV
- 2S+1: 2
- HOMO-LUMO gap (alpha / beta): 0.23677 / 0.19381 hartree
- Calculated total energy: -202906.6632 eV
- LUMO level (alpha / beta): -3.21 / -4.74 eV
- Charge: +1
- Expectation value of S²: 0.78

Structure (XYZ):
```
91
Properties=species:S:1:pos:R:3:forces:R:3
H -0.87079 -4.23802 -6.32039 -0.03 -0.04 -0.06
H -1.60838 1.36360 3.08852 0.01 -0.01 0.12
C 6.58754 0.21690 1.89103 0.07 -0.02 0.01
C -0.95728 2.93154 -2.53946 0.06 -0.32 0.05
H 0.04954 -0.76203 4.53396 0.07 0.00 0.05
H 6.11835 -1.45366 3.14650 0.04 -0.02 0.08
H -2.41484 1.53557 -3.38451 0.11 0.00 0.15
H -7.22046 0.13125 -1.09527 -0.05 0.01 0.04
H 1.04529 2.14388 -2.43594 -0.07 0.15 0.01
H 1.11031 -5.02186 1.69850 -0.02 -0.04 0.08
Br 1.40536 -0.22385 -4.58281 0.18 -0.08 -0.48
C 1.38785 -4.45097 0.82444 -0.04 -0.05 0.11
H 0.52075 -2.21189 -6.44315 0.02 0.04 -0.04
H 1.30592 4.48816 4.28465 0.04 -0.05 0.08
H 6.77186 1.84834 0.51582 0.09 0.09 -0.04
H 0.92629 -0.88153 2.40094 0.07 0.17 0.08
N 0.28310 2.19473 -0.52937 0.35 0.44 -0.16
H 1.19014 -6.11030 -0.50952 0.00 -0.11 -0.03
C 1.68058 -3.10444 0.94320 0.09 0.17 0.16
C 2.13148 -2.99061 -1.39905 0.34 0.26 -0.02
H -3.86786 2.30052 -2.29822 0.06 -0.02 -0.04
H -3.36460 -0.35110 3.20398 -0.02 -0.15 -0.02
N 0.43078 0.96631 1.64577 0.27 0.32 0.03
H -4.23552 -1.33412 1.40974 0.05 -0.01 0.00
C 0.06911 -2.50556 -5.50808 0.08 0.07 -0.01
C -5.62138 -0.60139 0.06360 -0.28 0.31 -0.23
N -1.98062 -0.16221 0.79826 -0.51 0.08 0.13
H 1.89293 0.42990 3.04954 -0.14 -0.16 -0.17
C -0.11916 -1.31125 -1.91562 -0.22 -1.13 -0.62
C -2.31756 -0.66109 3.24241 0.21 0.23 -0.27
H 3.00809 -0.09021 -1.50155 -0.47 0.29 0.12
C 0.86171 4.25856 3.32556 -0.16 0.12 -0.05
H -1.94842 0.81595 4.72546 0.02 0.09 -0.04
H -6.31291 -1.30453 0.51001 -0.03 -0.03 0.05
H -0.56369 4.66722 -0.52143 0.04 -0.07 -0.04
H 2.45321 -2.42697 -2.26765 -0.03 -0.02 -0.09
C -0.20851 4.34722 0.44825 -0.09 -0.22 -0.16
C 5.75289 -0.76235 2.40138 -0.03 -0.08 0.17
H -1.46876 -3.54347 -2.13656 -0.05 -0.05 0.06
H -0.74603 6.25507 1.09746 -0.01 0.05 -0.03
H -6.10735 1.87169 -2.21004 0.00 0.05 -0.02
C 2.05267 -2.35075 -0.16608 -0.12 0.56 0.22
H -0.83848 3.42787 -3.50294 0.03 0.04 0.00
C -5.49343 1.24001 -1.58021 0.03 -0.16 0.09
H 1.62881 -2.65062 1.92636 -0.02 -0.04 0.00
C -6.16552 0.24234 -0.88708 -0.05 -0.13 0.09
H -1.85726 -4.92842 -4.16503 -0.08 -0.06 0.05
O -0.62052 -1.66203 -0.81729 -0.12 -0.07 -0.07
H -2.43480 -2.05536 1.59283 0.24 0.12 -0.06
C 4.82822 0.96600 0.45354 -0.14 0.07 -0.12
C -1.50472 0.51614 3.77352 -0.06 -0.19 0.05
C 1.44085 -5.06504 -0.41449 0.00 -0.04 -0.04
C -4.14130 1.49010 -1.63720 0.15 0.12 0.10
H 1.88546 -4.81405 -2.49039 0.03 -0.02 -0.11
C 0.19329 5.31001 2.71411 -0.04 0.08 -0.07
C 6.12282 1.08644 0.91832 0.11 0.12 0.04
C 4.44709 -0.86954 1.95093 -0.04 -0.10 0.04
H 7.60322 0.29637 2.24572 0.12 0.01 0.03
C -1.86763 -1.15108 1.85687 -0.17 -0.18 0.36
H 1.53692 2.32590 3.60097 -0.01 -0.10 0.05
C -1.52952 1.52879 -2.74024 -0.01 0.41 -0.42
C 0.48457 2.28720 1.77473 -0.11 0.24 -0.05
C 0.16522 2.99307 0.53376 0.40 0.38 0.43
H -2.23824 -1.49767 3.94149 -0.06 -0.04 -0.02
C -0.02879 0.19994 4.02318 -0.18 0.21 -0.20
O 0.51106 -0.21370 -1.93307 0.34 0.39 -0.11
Ge 2.32565 -0.35931 -0.12587 2.50 -1.17 -0.04
C -0.29219 5.32730 1.42003 0.12 -0.05 0.20
H 0.89803 3.77450 -1.76104 -0.02 -0.17 0.02
H 0.35482 0.95539 4.70955 0.08 -0.07 0.02
C -4.34126 -0.64071 0.58804 0.54 0.00 0.04
C 0.98472 2.95083 2.91646 0.09 -0.23 -0.05
C -0.27933 -2.10249 -3.14894 -0.13 0.00 -0.22
C -1.26544 -4.02824 -4.22141 -0.08 -0.10 0.05
H -0.82083 -1.45775 1.90304 -0.10 -0.16 0.00
C 0.86754 0.14703 2.76330 0.16 -0.29 0.44
C 0.40072 2.80016 -1.84115 -0.17 0.26 -0.47
C -3.05371 0.83120 -1.01592 -0.32 -0.37 -0.12
C 0.28810 -1.73934 -4.37339 0.01 0.10 0.07
H -1.64595 3.51394 -1.91965 0.01 0.07 -0.12
H 0.08669 6.22109 3.28320 0.04 0.09 0.06
H 3.80345 -1.64111 2.35155 0.01 -0.09 0.02
C 3.99135 -0.02428 0.95117 -1.23 0.13 -0.18
C -3.15666 0.00357 0.19024 -0.72 0.11 -0.02
N -1.80890 0.90543 -1.46155 -0.38 0.16 -0.02
C -0.71170 -3.64350 -5.43322 0.06 0.00 0.09
H -0.76770 0.93780 -3.25518 -0.23 0.06 0.03
Ti -0.32458 0.33003 -0.19637 -0.68 -0.23 1.02
H 4.46415 1.62168 -0.32831 0.10 0.06 -0.05
C -1.05321 -3.26390 -3.09278 0.05 0.15 0.04
C 1.82726 -4.33423 -1.52447 0.04 -0.15 -0.04
```
Forces are in eV/Å.



# C5H28N3O9

A cluster of 10 separate species, C5H28N3O9 in total at a distorted geometry (ωB97M-V/def2-TZVPD, the OMol25 dataset).

## Properties
- E_HOMO (alpha / beta): -16.40 / -16.39 eV
- 2S+1: 2
- HOMO-LUMO gap (alpha / beta): 0.39527 / 0.20755 hartree
- Calculated total energy: -28520.9664 eV
- LUMO level (alpha / beta): -5.65 / -10.74 eV
- Charge: +2
- Expectation value of S²: 0.75

Structure (XYZ):
```
45
Properties=species:S:1:pos:R:3:forces:R:3
H -0.05515 -1.14824 3.05482 0.27 0.39 0.34
O -0.74769 -3.28118 1.77285 0.07 -0.04 0.13
H -2.62592 0.00984 0.44268 0.00 0.11 0.27
H -0.37479 2.09552 1.48259 -0.02 1.35 -0.10
H -1.73482 -0.04205 -1.83362 0.22 -0.56 -0.59
N -0.69449 2.12470 2.46542 -0.15 -2.34 -0.93
O -2.85947 3.12134 0.47661 0.04 0.22 0.64
H 0.97584 2.49471 -0.23153 -0.10 0.06 -0.56
O 2.73236 -3.07515 0.57622 -0.40 0.06 0.61
H -3.57546 0.64026 -3.17003 0.13 0.18 -0.09
H 0.98565 1.08570 3.17843 -0.02 0.06 -0.77
C -0.10539 1.03724 3.18177 0.27 -0.13 1.70
N -1.13292 -0.32250 -1.03270 -0.21 -0.22 1.30
H 2.52938 -3.15675 1.51766 0.33 0.30 0.07
H 3.90671 -0.31769 -2.14541 0.05 -0.15 -0.10
H -1.48107 -3.25907 -2.34942 -0.01 0.15 0.32
H 1.43661 -1.02786 0.64004 0.46 -0.23 -0.56
H -1.02664 -3.17477 -3.74512 0.22 0.41 -0.24
O -1.09244 -2.61764 -2.95656 -0.27 -0.57 -0.05
O 1.20213 1.07990 -3.27364 -0.41 0.40 0.50
H 1.16455 1.92178 -3.74248 0.35 -0.13 -0.55
H -3.56599 3.46045 1.04413 -0.18 -0.16 -0.21
C -1.59035 -0.21914 0.26712 0.83 0.61 -0.40
H -1.65815 -0.61293 2.72583 0.07 0.68 0.77
H 2.64159 -4.00172 0.33628 0.12 -0.18 -0.67
H -1.70958 2.26050 2.51673 0.11 0.70 0.25
C 0.12600 -0.71818 -0.97841 1.15 0.61 -1.30
O 4.20522 -0.41021 -1.23390 -0.56 0.24 0.65
C -0.51315 -0.40064 1.09357 -1.21 -0.48 -0.35
N 0.54059 -0.76870 0.27261 -1.42 0.23 1.21
O -2.79348 0.07364 -3.19022 -0.31 0.02 0.38
H 0.92791 4.00016 -0.15922 -0.25 0.18 -0.11
H -2.46982 3.93950 0.13955 0.18 -0.19 -0.22
O 2.22827 1.33051 -0.07442 0.20 -0.14 0.74
H -3.16179 -0.80625 -3.33890 0.26 -0.16 -0.17
H 0.81500 -0.74983 -1.81021 -0.30 -0.45 -0.17
H 0.65700 1.32514 -2.51457 0.10 -0.15 0.08
H -0.02820 -2.95495 2.31677 0.16 -0.11 0.04
H 2.57164 1.85233 0.65685 0.37 0.13 0.03
H 3.91166 -1.27093 -0.90781 0.25 -0.19 -0.33
O 0.34200 3.23504 -0.22915 0.11 -0.27 0.56
H 2.93469 0.67444 -0.24537 0.27 0.16 -0.68
H -0.91859 -4.14711 2.16263 -0.24 -0.11 -0.14
H -0.31088 1.05591 4.25277 -0.63 0.16 -0.08
C -0.60856 -0.33514 2.58875 0.08 -0.45 -1.21
```
Forces are in eV/Å.